Computed, not measured: C6H13NO3 as an isolated structure, with ωB97M-V with the def2-TZVPD basis set.

```
23
Properties=species:S:1:pos:R:3:forces:R:3:lowdin_charge:R:1
C 1.25487 -0.86742 -0.11485 -2.8080 -0.1220 1.2136 -0.30
C -0.39777 0.12091 -1.57159 0.7771 -1.2605 0.3823 -0.26
C -0.38557 -1.23042 1.01735 2.0698 -1.1334 -0.1507 -0.15
C 0.00728 1.24702 -2.51160 -0.0623 -0.0722 0.2943 -0.01
C -0.06182 -0.77627 2.42816 -0.0308 -0.0218 -0.1483 -0.15
C -0.93911 0.67979 -0.24766 -0.2016 2.9200 -0.6179 -0.50
N 1.91934 0.21573 0.37974 0.4362 0.8890 0.2574 0.11
O 0.71341 -0.77022 -1.35704 -0.0547 0.3115 -1.0190 -0.06
O -2.31119 0.65620 -0.27306 0.5449 -0.2980 0.2372 0.08
O -0.36632 1.58554 0.38054 -0.9232 -1.4005 -0.3922 0.03
H -2.61770 1.34949 0.33172 0.1344 -0.0971 0.0543 0.13
H 1.79803 -1.80664 -0.01621 -0.1654 0.1252 0.0576 0.14
H -1.16553 -0.50975 -2.02548 -0.0477 0.1620 0.0614 0.15
H 2.46813 0.01840 1.20440 -0.0163 0.0088 -0.0996 0.10
H 1.30423 1.04331 0.49114 0.5496 -0.5529 -0.0263 0.08
H -1.45383 -1.23463 0.81853 -0.0236 0.6035 -0.4236 0.08
H -0.16728 -2.29169 0.88437 0.0212 -0.2085 0.2956 0.07
H -0.87234 1.84289 -2.75359 0.0457 0.1065 -0.0242 0.09
H 0.76569 1.86675 -2.03561 -0.0699 0.0678 -0.0139 0.09
H 0.42348 0.83192 -3.42853 -0.0813 -0.0692 0.0419 0.09
H 0.91781 -1.13317 2.75512 -0.0063 -0.0274 -0.0394 0.06
H -0.79148 -1.15247 3.14805 -0.0186 0.0667 0.0368 0.07
H -0.04234 0.31473 2.49610 -0.0689 0.0023 0.0227 0.06
```
Forces are in eV/Å.

The HOMO energy comes out at -0.304 hartree. The gap between HOMO and LUMO is 9.11 eV. Its charge is 0. As for the total energy: -14063.22837 eV. As for the energy above the lowest of the compared OMol25 structures with the same formula, charge and spin: 78.42 kcal/mol. As for the LUMO energy: 0.83 eV. The multiplicity is 1.